Density functional theory data (ωB97M-V/def2-TZVPD) for a 2-piece molecular cluster, C11H22BF3N2O6 overall in a non-equilibrium geometry.

Output
spin multiplicity = 1
total energy = -35854.6448 eV
Kohn-Sham gap = 5.300 eV
LUMO level = -0.03871 hartree
charge = 0
highest occupied orbital energy = -6.35 eV

Structure (XYZ):
```
45
Properties=species:S:1:pos:R:3:forces:R:3
O -4.196 -1.422 2.213 3.1 -1.9 -3.6
C -3.386 -1.974 1.418 -2.0 1.3 3.4
O -2.068 -2.251 1.862 -1.1 1.2 -1.3
C -1.459 -1.096 2.500 0.1 1.2 0.9
C 0.138 -1.033 2.194 -0.7 0.3 -0.8
C 0.488 0.466 1.679 -2.9 -0.4 1.4
C 0.085 1.556 2.782 0.6 -0.5 1.5
N 0.543 2.948 2.507 0.7 -0.7 -0.9
C 1.072 3.153 1.127 0.5 0.5 -0.6
B -0.109 3.582 0.046 -1.0 0.6 -0.9
O -1.118 4.518 0.505 0.9 -3.1 -0.5
O -0.145 3.107 -1.317 1.4 1.6 2.3
C 2.032 1.973 0.581 2.1 1.9 -0.6
N 1.929 0.679 1.341 -0.6 -0.8 -1.4
H -3.680 -2.298 0.356 0.9 0.2 1.6
H -1.655 -1.093 3.637 0.3 -0.2 -1.8
H -1.997 -0.150 2.109 1.0 -1.5 0.5
H 0.746 -1.353 3.110 -0.8 0.6 -1.3
H 0.310 -1.739 1.310 0.0 0.9 1.4
H -0.203 0.649 0.770 1.7 -0.3 1.0
H 0.600 1.227 3.767 -0.9 0.4 -1.4
H -1.036 1.553 3.012 1.5 -0.2 -0.6
H 1.210 3.303 3.201 -0.5 -0.5 -0.4
H 1.747 4.094 1.183 -1.1 -1.4 -0.1
H -1.784 3.942 0.960 0.5 1.1 -0.2
H 0.757 3.188 -1.720 -1.2 -0.6 0.3
H 1.915 1.758 -0.540 -0.2 0.1 1.8
H 3.126 2.330 0.705 -1.7 -0.7 -0.2
H 2.556 0.602 2.159 -0.6 0.3 -0.3
H 2.223 -0.075 0.672 -0.2 0.3 0.5
C -1.549 -2.608 -3.160 0.0 -0.5 0.2
C -0.679 -1.949 -4.216 -0.1 0.3 -0.2
O 0.203 -0.965 -3.698 -0.8 0.4 0.9
C 1.441 -1.392 -3.062 1.0 -1.4 -2.1
O 2.116 -2.212 -3.828 -0.2 0.4 1.4
C 1.234 -1.934 -1.601 -0.7 -0.5 -1.3
F 0.265 -1.227 -0.945 -0.1 0.2 0.7
F 2.361 -1.777 -0.844 0.1 0.2 0.3
F 0.885 -3.228 -1.508 0.4 0.5 0.3
H -1.900 -1.880 -2.423 0.0 0.1 -0.1
H -2.416 -3.085 -3.627 0.0 0.1 0.0
H -1.006 -3.390 -2.631 -0.1 0.1 0.0
H -1.345 -1.405 -4.894 0.2 0.1 0.0
H -0.163 -2.690 -4.833 0.2 0.0 0.3
H 1.910 -0.406 -2.860 0.1 0.5 0.1
```
Positions in Å, forces in eV/Å.



Density functional theory data (ωB97M-V/def2-TZVPD) for C11H22BFIO4Pd as an isolated structure in a non-equilibrium geometry.

Output
spin multiplicity = 1
total energy = -34916.6498 eV
Kohn-Sham gap = 2.961 eV
LUMO level = -0.29944 hartree
charge = +1
highest occupied orbital energy = -11.11 eV

Structure (XYZ):
```
41
Properties=species:S:1:pos:R:3:forces:R:3
C 6.248 1.219 0.672 0.0 0.0 -0.1
C 5.625 -0.036 0.113 0.0 -0.1 -0.1
O 4.221 -0.007 0.391 -0.1 0.2 0.1
C 3.520 -1.182 0.138 0.3 -0.2 0.0
C 2.480 -1.043 -0.972 0.7 0.1 0.3
O 1.219 -1.448 -0.405 -0.2 0.3 -1.7
B 0.090 -0.661 -0.542 0.9 -0.4 3.6
O -0.017 0.578 0.091 0.2 0.1 -0.5
C -1.333 0.573 0.689 0.5 0.2 -0.6
C -2.130 -0.297 -0.285 -0.4 0.1 0.5
C -3.292 -1.045 0.387 -0.1 0.2 -0.2
C -4.602 -0.247 0.515 0.0 -0.1 0.2
C -4.734 0.400 1.886 0.0 0.0 -0.1
I -6.571 1.446 2.054 -0.1 0.1 0.0
C -2.579 0.441 -1.605 -0.1 -0.1 0.2
C -2.745 1.942 -1.468 0.0 -0.1 -0.1
F -1.626 0.182 -2.617 0.2 0.1 0.2
O -1.156 -1.288 -0.621 -0.1 0.0 -1.1
H 7.257 1.338 0.279 0.0 0.0 0.1
H 5.668 2.088 0.365 0.0 0.0 0.0
H 6.294 1.189 1.759 0.0 0.0 0.0
H 5.782 -0.093 -0.970 0.0 0.0 0.0
H 6.063 -0.931 0.571 0.0 0.0 0.0
H 4.240 -1.993 -0.147 0.0 0.0 0.0
H 2.939 -1.443 1.067 0.1 -0.2 -0.1
H 2.704 -1.680 -1.827 -0.2 -0.1 0.0
H 2.488 -0.004 -1.302 -0.2 0.1 0.1
H -0.033 -0.431 -1.859 -1.2 -0.2 -0.7
H -1.228 0.057 1.649 -0.1 0.1 0.1
H -1.651 1.602 0.814 -0.2 -0.1 0.1
H -3.454 -1.965 -0.175 0.0 0.0 -0.1
H -2.949 -1.338 1.381 0.0 -0.1 0.0
H -4.713 0.519 -0.252 0.0 0.0 0.0
H -5.438 -0.929 0.364 0.0 0.0 0.0
H -3.954 1.136 2.077 0.0 0.0 0.0
H -4.733 -0.341 2.680 0.1 0.0 0.0
H -3.518 -0.005 -1.933 0.3 -0.3 -0.2
H -3.162 2.217 -0.501 0.0 0.0 0.0
H -1.785 2.440 -1.597 0.0 0.0 0.1
H -3.439 2.297 -2.226 0.1 0.1 -0.1
Pd 4.008 -3.258 1.364 -0.2 0.2 0.0
```
Positions in Å, forces in eV/Å.



Density functional theory data (ωB97M-V/def2-TZVPD) for C11H22BFIO4Tl as an isolated structure in a non-equilibrium geometry.

Output
spin multiplicity = 1
total energy = -36122.7918 eV
Kohn-Sham gap = 4.191 eV
LUMO level = -0.38826 hartree
charge = +2
highest occupied orbital energy = -14.76 eV

Structure (XYZ):
```
41
Properties=species:S:1:pos:R:3:forces:R:3
C -3.590 4.526 3.139 0.0 -0.1 -0.1
C -3.570 4.315 1.646 -0.3 0.0 0.2
O -2.406 3.543 1.315 0.3 0.3 0.1
C -2.089 3.451 -0.022 -0.3 -0.2 0.4
C -2.409 1.924 -0.431 -0.3 0.6 0.1
O -1.299 1.353 -1.017 -1.4 -1.4 -0.3
B -0.792 0.066 -0.669 2.4 1.8 0.6
O -0.231 -0.144 0.592 -0.5 0.0 0.1
C 1.080 -0.703 0.316 -1.4 -0.1 0.4
C 0.827 -1.497 -0.973 1.0 0.6 0.3
C 2.087 -1.599 -1.849 0.0 -0.4 0.2
C 3.028 -2.784 -1.562 0.4 0.0 -0.3
C 4.243 -2.431 -0.716 -0.3 0.0 0.1
I 5.590 -4.056 -0.467 0.2 -0.1 0.1
C 0.114 -2.874 -0.759 0.1 -0.2 -0.3
C 0.311 -3.515 0.600 0.0 0.1 -0.1
F -1.248 -2.724 -1.011 0.0 0.1 0.2
O -0.037 -0.584 -1.652 -0.7 -0.6 -0.5
H -4.570 4.884 3.446 0.0 0.1 0.0
H -3.419 3.578 3.641 0.1 0.0 0.1
H -2.838 5.246 3.447 0.1 0.0 0.1
H -4.470 3.771 1.339 0.0 -0.1 -0.2
H -3.533 5.266 1.112 0.0 0.0 -0.1
H -2.710 4.114 -0.621 0.1 0.0 -0.2
H -1.032 3.652 -0.162 0.1 -0.1 -0.1
H -3.241 1.968 -1.139 0.1 0.0 -0.2
H -2.736 1.405 0.467 0.2 0.0 0.1
H -1.837 -0.710 -0.863 -0.1 -0.3 -0.5
H 1.723 0.160 0.130 0.3 -0.1 0.0
H 1.348 -1.259 1.206 0.4 -0.1 -0.1
H 1.753 -1.648 -2.882 -0.1 -0.1 -0.1
H 2.647 -0.668 -1.748 -0.1 0.1 -0.1
H 2.525 -3.629 -1.096 -0.1 0.0 0.0
H 3.398 -3.159 -2.514 0.0 -0.1 -0.1
H 3.971 -2.090 0.280 0.1 0.1 0.1
H 4.895 -1.699 -1.202 -0.9 0.2 -0.2
H 0.499 -3.557 -1.516 -0.3 0.1 -0.3
H 1.305 -3.325 0.999 0.1 0.0 0.0
H -0.433 -3.140 1.298 0.0 0.0 0.1
H 0.215 -4.592 0.509 -0.2 -0.1 0.0
Tl 6.931 -0.835 -0.610 0.7 0.0 0.2
```
Positions in Å, forces in eV/Å.



Repeat the second record exactly.
Density functional theory data (ωB97M-V/def2-TZVPD) for C11H22BFIO4Pd as an isolated structure in a non-equilibrium geometry.

Output
spin multiplicity = 1
total energy = -34916.6498 eV
Kohn-Sham gap = 2.961 eV
LUMO level = -0.29944 hartree
charge = +1
highest occupied orbital energy = -11.11 eV

Structure (XYZ):
```
41
Properties=species:S:1:pos:R:3:forces:R:3
C 6.248 1.219 0.672 0.0 0.0 -0.1
C 5.625 -0.036 0.113 0.0 -0.1 -0.1
O 4.221 -0.007 0.391 -0.1 0.2 0.1
C 3.520 -1.182 0.138 0.3 -0.2 0.0
C 2.480 -1.043 -0.972 0.7 0.1 0.3
O 1.219 -1.448 -0.405 -0.2 0.3 -1.7
B 0.090 -0.661 -0.542 0.9 -0.4 3.6
O -0.017 0.578 0.091 0.2 0.1 -0.5
C -1.333 0.573 0.689 0.5 0.2 -0.6
C -2.130 -0.297 -0.285 -0.4 0.1 0.5
C -3.292 -1.045 0.387 -0.1 0.2 -0.2
C -4.602 -0.247 0.515 0.0 -0.1 0.2
C -4.734 0.400 1.886 0.0 0.0 -0.1
I -6.571 1.446 2.054 -0.1 0.1 0.0
C -2.579 0.441 -1.605 -0.1 -0.1 0.2
C -2.745 1.942 -1.468 0.0 -0.1 -0.1
F -1.626 0.182 -2.617 0.2 0.1 0.2
O -1.156 -1.288 -0.621 -0.1 0.0 -1.1
H 7.257 1.338 0.279 0.0 0.0 0.1
H 5.668 2.088 0.365 0.0 0.0 0.0
H 6.294 1.189 1.759 0.0 0.0 0.0
H 5.782 -0.093 -0.970 0.0 0.0 0.0
H 6.063 -0.931 0.571 0.0 0.0 0.0
H 4.240 -1.993 -0.147 0.0 0.0 0.0
H 2.939 -1.443 1.067 0.1 -0.2 -0.1
H 2.704 -1.680 -1.827 -0.2 -0.1 0.0
H 2.488 -0.004 -1.302 -0.2 0.1 0.1
H -0.033 -0.431 -1.859 -1.2 -0.2 -0.7
H -1.228 0.057 1.649 -0.1 0.1 0.1
H -1.651 1.602 0.814 -0.2 -0.1 0.1
H -3.454 -1.965 -0.175 0.0 0.0 -0.1
H -2.949 -1.338 1.381 0.0 -0.1 0.0
H -4.713 0.519 -0.252 0.0 0.0 0.0
H -5.438 -0.929 0.364 0.0 0.0 0.0
H -3.954 1.136 2.077 0.0 0.0 0.0
H -4.733 -0.341 2.680 0.1 0.0 0.0
H -3.518 -0.005 -1.933 0.3 -0.3 -0.2
H -3.162 2.217 -0.501 0.0 0.0 0.0
H -1.785 2.440 -1.597 0.0 0.0 0.1
H -3.439 2.297 -2.226 0.1 0.1 -0.1
Pd 4.008 -3.258 1.364 -0.2 0.2 0.0
```
Positions in Å, forces in eV/Å.